Entry from the OMol25 dataset: the ion CH5NOP with charge -1 in a non-equilibrium geometry (ωB97M-V/def2-TZVPD).

Element x y z (Å)
C -1.1571 -0.6740 0.0310
N 2.0221 -0.5312 0.0449
O 2.3470 0.8885 -0.0619
P 0.6667 0.2041 -0.0094
H -1.5278 -1.6516 0.2875
H -1.6102 0.0575 0.7418
H -1.6171 -0.3391 -0.9150
H 0.4310 0.9559 -1.1611
H 0.4455 1.0900 1.0422

ΔE to the lowest compared entry with this formula, charge and spin = 390.1 kJ/mol
Charge = -1
Structure (SMILES) = C[PH2]1[N-]O1
LUMO energy = 0.1644 Eh
Spin multiplicity = 1
HOMO = -1.7 eV

---

Entry from the OMol25 dataset: a cluster of 2 separate species, C21H36BrN3O5PS in total in a non-equilibrium geometry (ωB97M-V/def2-TZVPD).

Element x y z (Å)
C 2.1590 1.0288 3.0525
C 1.0132 0.0143 2.7657
C 0.5892 -0.6256 1.4052
Br 0.9336 -2.6031 1.6977
N 0.9350 -0.0544 0.0575
C 2.3456 0.4565 -0.0582
C 3.4166 -0.3298 0.5896
C 4.7560 0.1869 0.4592
C 4.8604 1.4212 -0.2733
N 3.9494 2.2271 -0.8466
C 2.6978 1.6991 -0.7108
C -0.1011 1.0540 -0.1390
C -0.0344 2.2568 0.8976
N -0.6988 3.4562 0.2954
C 0.2494 4.5628 0.0272
C -1.5761 0.6072 -0.4992
C -2.6570 1.0598 0.5872
C -4.0685 0.4051 0.2559
O -4.4144 -0.6219 1.2054
C -4.6463 -1.8329 0.5415
C -3.6652 -3.0012 0.8711
O -5.5337 -2.0025 -0.2393
O -1.8374 -0.7824 -0.6533
C -0.7756 -1.6289 -1.1009
C 0.6692 -1.0145 -1.1310
C 0.8247 -0.2257 -2.5040
C 0.6965 -1.2574 -3.8054
C 1.9371 -1.1867 -4.8172
O 0.5518 -0.5896 -5.0903
P 1.9106 -2.4026 -1.4667
S 1.0813 -4.1697 -1.7557
H 1.8870 1.6985 3.9144
H 3.0599 0.4643 3.4281
H 2.5375 1.6949 2.2514
H 0.0986 0.5195 3.2021
H 1.1637 -0.7827 3.5437
H -0.5286 -0.7285 1.4906
H 3.2694 -1.2816 1.1294
H 5.6334 -0.3460 0.8891
H 5.9140 1.7886 -0.3915
H 1.9301 2.3496 -1.1954
H 0.1107 1.7028 -1.0324
H 0.9996 2.5965 1.1302
H -0.5548 2.0713 1.8626
H -1.4571 3.7377 0.9112
H 1.2835 4.2456 -0.2285
H -0.1382 5.1153 -0.8753
H 0.1885 5.2960 0.8708
H -1.9720 1.0972 -1.4383
H -2.8387 2.1556 0.5760
H -2.3419 0.6521 1.5795
H -4.1488 0.0823 -0.8137
H -4.8473 1.2102 0.3688
H -4.1962 -3.8162 1.4158
H -2.8952 -2.6121 1.5916
H -3.1747 -3.3772 -0.0549
H -1.1253 -2.0103 -2.0996
H -0.8491 -2.5542 -0.4632
H 1.8385 0.1724 -2.7172
H -0.0238 0.4472 -2.7663
H 0.2008 -2.2777 -3.6626
H 2.1403 -2.0545 -5.4739
H 2.6466 -0.3424 -4.6444
H 2.8617 -2.0824 -2.4917
H 2.7871 -2.7190 -0.3804
O -4.6491 -2.8973 3.7026
H -4.8910 -1.9636 3.6773
H -5.4868 -3.3585 3.5764

Charge = +1
LUMO energy = -0.1240 Eh
Spin multiplicity = 1
HOMO = -11.5 eV

---

Entry from the OMol25 dataset: a cluster of 4 separate species, C3H10N2O3 in total in a non-equilibrium geometry (ωB97M-V/def2-TZVPD).

Element x y z (Å)
C -1.9528 1.0612 0.0510
C -1.6896 1.0236 1.3588
N -1.0691 -0.1766 1.7465
C -0.9244 -0.8970 0.5324
N -1.4123 -0.0972 -0.4538
H -2.5516 1.7324 -0.6022
H -1.8101 1.8398 2.1308
H -0.9686 -0.5197 2.6506
H -0.5022 -1.9457 0.4036
H 1.4315 -0.8212 1.1540
H 1.6659 -2.4694 1.4386
O 1.3121 -1.6313 1.6085
H 1.9828 0.2224 -1.2880
H 2.5853 0.7741 0.0338
O 2.4307 0.0440 -0.4577
H 1.5516 1.7107 -3.8547
H 0.4501 0.5773 -3.7398
O 1.3742 0.7985 -3.5293

ΔE to the lowest compared entry with this formula, charge and spin = 212.2 kJ/mol
Structure (SMILES) = c1c[nH]cn1.O.O.O
LUMO energy = 0.0272 Eh
Spin multiplicity = 1
HOMO = -8.6 eV

---

Entry from the OMol25 dataset: the molecule C5H7NO (ωB97M-V/def2-TZVPD).

Element x y z (Å)
C 0.7155 -1.9682 0.0580
C 0.5347 -0.5004 -0.2733
C -0.5839 0.3006 0.4687
C -1.1999 1.4527 -0.2348
N -0.6408 1.9613 -1.2577
C 0.8766 0.4696 0.7569
O 1.6906 1.0427 1.4191
H -0.0313 -2.5890 -0.4461
H 0.6296 -2.1407 1.1372
H 1.7111 -2.3016 -0.2500
H 0.6663 -0.1931 -1.3121
H -1.2073 -0.2412 1.1778
H -2.1151 1.8512 0.2229
H -1.1507 2.7836 -1.5776

ΔE to the lowest compared entry with this formula, charge and spin = 214.9 kJ/mol
Structure (SMILES) = [H]/N=C/[C@@H]1C(=O)[C@H]1C
LUMO energy = 0.0342 Eh
Spin multiplicity = 1
HOMO = -9.1 eV

---

Entry from the OMol25 dataset: a cluster of 2 separate species, C5H13NO in total in a non-equilibrium geometry (ωB97M-V/def2-TZVPD).

Element x y z (Å)
C 1.6721 1.2058 0.7516
C 1.0944 0.0954 1.6437
C 1.8386 0.7948 -0.6488
O 2.5023 -0.1620 -0.9847
N 1.1930 1.5386 -1.6374
H 1.0390 2.1090 0.7554
H 2.6308 1.4404 1.2224
H 0.2669 -0.4011 1.2053
H 1.2630 1.2538 -2.5981
H 0.5449 2.2848 -1.4596
H 0.8288 0.3941 2.6680
H 1.8901 -0.6325 1.8416
C -1.4404 -1.0264 -0.0647
C -2.8238 -1.4071 -0.6580
H -0.8098 -1.9360 0.0871
H -0.8223 -0.2966 -0.5895
H -1.6052 -0.6317 0.9556
H -3.6140 -0.7040 -0.4544
H -3.0586 -2.4130 -0.3065
H -2.5899 -1.5062 -1.7293

ΔE to the lowest compared entry with this formula, charge and spin = 49.5 kJ/mol
Structure (SMILES) = CCC(N)=O.CC
LUMO energy = 0.0307 Eh
Spin multiplicity = 1
HOMO = -9.8 eV

---

Entry from the OMol25 dataset: a structure of composition C55H40F3N2O3P2PdSSbTe in a non-equilibrium geometry (ωB97M-V/def2-TZVPD).

Element x y z (Å)
Pd 0.2659 -0.7682 0.2870
Te -2.0305 2.5240 -0.8075
C -1.6662 4.6020 -1.0928
C -2.7550 5.4813 -1.0888
C -2.5589 6.8317 -1.3004
N -1.3629 7.3856 -1.5094
C -0.3216 6.5520 -1.4968
C -0.4187 5.1871 -1.2949
C 0.0117 1.9751 -1.2387
P -0.1250 0.2204 -1.8393
C 1.5221 0.0581 -2.6864
C 1.9119 0.8656 -3.7523
C 3.1753 0.7366 -4.3036
C 4.0618 -0.2124 -3.8142
C 3.6710 -1.0471 -2.7797
C 2.4114 -0.9044 -2.2145
C -1.1491 0.2977 -3.3480
C -1.7080 -0.8705 -3.8513
C -2.4275 -0.8386 -5.0372
C -2.5725 0.3537 -5.7275
C -2.0325 1.5276 -5.2176
C -1.3302 1.5008 -4.0243
P 0.9135 1.5024 0.3026
C 2.6492 1.7281 -0.2703
C 2.9779 2.7064 -1.2047
C 4.2919 2.8880 -1.6024
C 5.2968 2.0931 -1.0678
C 4.9758 1.1006 -0.1553
C 3.6585 0.9184 0.2413
C 0.7439 2.9499 1.4077
C 1.7424 3.9110 1.5674
C 1.4878 5.0864 2.2569
C 0.2262 5.3347 2.7768
C -0.7397 4.3411 2.7139
C -0.4735 3.1425 2.0694
H -3.7518 5.0807 -0.9346
H -3.3999 7.5211 -1.3146
H 0.6442 7.0212 -1.6642
H 0.4630 4.5584 -1.2925
H 1.2213 1.6047 -4.1374
H 3.4689 1.3772 -5.1278
H 5.0564 -0.3051 -4.2353
H 4.3435 -1.8190 -2.4236
H 2.1010 -1.5426 -1.3893
H -1.6017 -1.7974 -3.2985
H -2.8864 -1.7448 -5.4140
H -3.1205 0.3719 -6.6630
H -2.1688 2.4685 -5.7376
H -0.9177 2.4127 -3.6088
H 2.1802 3.3090 -1.6204
H 4.5380 3.6531 -2.3296
H 6.3278 2.2492 -1.3647
H 5.7533 0.4656 0.2538
H 3.4084 0.1387 0.9503
H 2.7233 3.7403 1.1450
H 2.2775 5.8186 2.3796
H 0.0055 6.2874 3.2433
H -1.7105 4.5083 3.1649
H -1.1917 2.3364 2.0977
O -4.2586 0.1960 -2.0035
S -3.8885 -0.8015 -1.0339
O -3.9141 -2.1680 -1.4874
N -2.5077 -0.4385 -0.2671
C -2.6889 -0.1852 1.0340
O -1.8021 0.1524 1.8284
C -4.1173 -0.3299 1.4647
C -4.6162 -0.1834 2.7472
C -5.9836 -0.3266 2.9384
C -6.8267 -0.5914 1.8632
C -6.3157 -0.7600 0.5809
C -4.9538 -0.6369 0.4073
H -3.9425 0.0482 3.5617
H -6.4066 -0.2357 3.9318
H -7.8962 -0.6555 2.0233
H -6.9649 -0.9803 -0.2563
F -2.5778 -5.5425 5.2287
C -2.1582 -4.9757 4.0595
C -2.1470 -3.6032 3.9424
C -1.7151 -3.0406 2.7458
C -1.3111 -3.8406 1.6818
C -1.3617 -5.2256 1.8355
C -1.7639 -5.8058 3.0285
Sb -0.5702 -3.0499 -0.1938
C 1.1588 -4.3754 -0.0242
C 1.7487 -4.9225 -1.1609
C 2.7892 -5.8417 -1.0746
C 3.2496 -6.1981 0.1746
F 4.2511 -7.1205 0.2741
C 2.7254 -5.6524 1.3291
C 1.6811 -4.7462 1.2166
C 1.2446 -1.2769 1.9718
C 2.4856 -1.9133 1.8454
C 3.3373 -2.0899 2.9321
C 2.9497 -1.6021 4.1599
F 3.7959 -1.7432 5.2282
C 1.7438 -0.9573 4.3362
C 0.8955 -0.8130 3.2443
H -2.4596 -2.9867 4.7756
H -1.6736 -1.9633 2.6494
H -1.0526 -5.8505 1.0062
H -1.7755 -6.8803 3.1607
H 1.3749 -4.6419 -2.1403
H 3.2268 -6.2918 -1.9572
H 3.1206 -5.9368 2.2964
H 1.2614 -4.3227 2.1186
H 2.8017 -2.3022 0.8834
H 4.2915 -2.5913 2.8198
H 1.4871 -0.5578 5.3097
H -0.0572 -0.3170 3.3883

ΔE to the lowest compared entry with this formula, charge and spin = 0.0 kJ/mol
Charge = -2
LUMO energy = 0.1456 Eh
Spin multiplicity = 1
HOMO = -1.7 eV

---

Entry from the OMol25 dataset: a structure of composition C8H9HgNS2 in a non-equilibrium geometry (ωB97M-V/def2-TZVPD).

Element x y z (Å)
Hg 0.7393 -0.4853 -1.6374
C 0.7008 -1.9488 -5.2673
H -0.0491 -2.6980 -5.0069
H 0.3141 -1.0811 -5.8195
H 1.4292 -2.4485 -5.9164
H 1.1807 -1.5951 -4.3323
H 2.1568 0.2900 -1.6562
S -1.8171 -0.4028 -1.9392
C -1.6161 0.0690 -0.3762
N -0.3670 0.0876 0.1436
C -0.1734 0.4697 1.4361
C 1.0428 0.5434 2.1183
C 0.9881 0.9549 3.4364
C -0.2274 1.2871 4.0489
C -1.4366 1.2099 3.3524
C -1.4002 0.7923 2.0383
S -2.7094 0.5830 0.8910
H 1.9568 0.2794 1.6034
H 1.9139 1.0196 3.9969
H -0.2409 1.6118 5.0868
H -2.3853 1.4619 3.7995

ΔE to the lowest compared entry with this formula, charge and spin = 0.0 kJ/mol
LUMO energy = -0.0084 Eh
Spin multiplicity = 1
HOMO = -8.2 eV

---

Entry from the OMol25 dataset: a structure of composition C5H11N2O2S in a non-equilibrium geometry (ωB97M-V/def2-TZVPD).

Element x y z (Å)
C 1.4055 -0.8429 0.5851
C -0.2618 -2.3592 -0.1616
C -1.3560 -1.2738 -0.2033
C 0.1538 0.5869 0.3784
C 0.6248 1.8956 -0.0352
N 0.9805 -1.9325 0.3374
N -0.7763 -0.0175 -0.6359
O 3.7720 0.6950 0.9067
O 2.7091 0.1496 -1.2306
S 3.1635 -0.5018 -0.0365
H -0.6580 -3.1964 0.4590
H -0.0362 -2.7762 -1.1638
H -2.1713 -1.6135 -0.7087
H -1.5151 -1.0615 0.8592
H -0.3134 0.7084 1.3157
H 1.2138 2.1164 -0.9575
H 1.0950 2.2078 0.8252
H -0.3316 2.5471 -0.2460
H 4.0078 0.3990 1.8036
H -0.1410 -0.1080 -1.4062
H -1.4775 0.7033 -1.0124

ΔE to the lowest compared entry with this formula, charge and spin = 305.7 kJ/mol
Charge = +1
LUMO energy = -0.1249 Eh
Spin multiplicity = 1
HOMO = -12.6 eV

---

Entry from the OMol25 dataset: a cluster of 2 separate species, C9H14O in total in a non-equilibrium geometry (ωB97M-V/def2-TZVPD).

Element x y z (Å)
C -1.1671 2.4335 -1.1580
C -2.2779 2.7702 -0.1281
H -0.2384 2.8828 -0.7485
H -1.0302 1.4248 -1.1338
H -1.3996 2.5670 -2.2485
H -3.2361 2.3636 -0.3583
H -2.2658 3.7828 0.0598
H -2.2708 2.1981 0.8835
C -1.5130 -0.7969 1.0313
C 2.5213 -1.5620 -0.3550
C 2.4085 -0.8814 0.8430
C 1.4298 -2.2812 -0.7933
C 1.1737 -0.5656 1.2679
C 0.1997 -2.0100 -0.2392
C -0.0355 -1.1541 0.7576
O 3.7067 -1.6518 -1.0580
H 3.3109 -0.2970 1.2566
H 4.4207 -2.2650 -0.7469
H 1.4998 -2.9195 -1.6030
H 0.9661 0.1790 1.9968
H -0.6027 -2.5525 -0.7168
H -1.4835 0.3001 0.7328
H -1.6540 -0.9046 2.0375
H -2.4626 -1.0603 0.4205

ΔE to the lowest compared entry with this formula, charge and spin = 234.9 kJ/mol
Structure (SMILES) = Cc1ccc(O)cc1.CC
LUMO energy = 0.0314 Eh
Spin multiplicity = 1
HOMO = -8.7 eV

---

Entry from the OMol25 dataset: a cluster of 6 separate species, C20H28N5O in total in a non-equilibrium geometry (ωB97M-V/def2-TZVPD).

Element x y z (Å)
O -46.4702 28.2959 48.9655
H -46.4270 29.1675 48.6993
H -45.7280 27.5954 49.0434
H -47.0391 28.2054 49.8659
N -48.0260 29.3771 44.9549
C -47.1073 28.3738 45.2951
C -47.7584 27.6445 46.2957
C -49.1040 28.1048 46.5361
C -49.2364 29.2131 45.5932
H -47.9669 29.9739 44.1141
H -46.2886 28.5152 44.7502
H -47.2946 26.6975 46.6073
H -49.8322 27.6367 47.0246
H -50.1237 29.7553 45.2370
N -44.2993 26.3657 48.3287
C -43.9281 27.5868 47.7658
C -43.3588 28.3341 48.6219
C -43.6271 27.5911 49.9121
C -44.0758 26.2841 49.7111
H -44.4187 25.4879 47.7279
H -43.9378 27.7529 46.9129
H -42.9907 29.2100 48.2278
H -43.3877 27.8142 51.0815
H -44.2539 25.4989 50.2135
N -49.5487 24.4330 49.8997
C -48.8785 23.9012 51.0716
C -47.6323 23.7685 50.6540
C -47.3423 24.4758 49.4164
C -48.6260 24.6914 48.9591
H -50.6076 24.6109 49.8440
H -49.4120 23.5864 52.0086
H -46.9527 23.5426 51.3990
H -46.3772 24.8050 48.9990
H -48.7799 25.2694 47.9789
N -47.1910 30.7271 47.5146
C -47.9510 31.1808 48.5718
C -46.9262 31.4213 49.5974
C -45.6637 31.3449 48.8586
C -45.8723 30.9337 47.5534
H -47.6659 30.5189 46.5887
H -48.8246 30.9682 48.5611
H -47.2035 32.0180 50.4986
H -44.7069 31.6527 49.2167
H -45.1365 30.8921 46.8275
N -47.9740 26.9843 51.2390
C -46.9522 27.3620 52.0433
C -47.0894 28.7001 52.2632
C -48.3874 29.1465 51.5073
C -48.8680 27.9935 50.9116
H -48.2291 25.8872 50.9071
H -46.0422 26.6847 52.4732
H -46.4585 29.3973 52.9181
H -48.8457 30.1004 51.5550
H -49.7407 27.8473 50.2937

ΔE to the lowest compared entry with this formula, charge and spin = 148.3 kJ/mol
Charge = +1
LUMO energy = -0.0699 Eh
Spin multiplicity = 1
HOMO = -11.2 eV

---

Entry from the OMol25 dataset: the ion C4H9N2 with charge +1 in a non-equilibrium geometry (ωB97M-V/def2-TZVPD).

Element x y z (Å)
C 0.7236 -1.4840 -0.6235
C -1.3987 0.1716 -0.3044
C 1.7265 -2.4582 -1.0080
C -0.5133 1.7755 1.3305
N -0.2312 -0.7409 -0.4512
N -0.9234 1.5429 -0.0233
H -2.2161 -0.1339 0.1778
H 2.3436 -2.0530 -1.7546
H 0.9395 -3.1686 -1.2447
H 2.2594 -2.9404 -0.1303
H 0.5311 2.3871 1.3421
H -1.3221 2.3866 1.9004
H -0.3775 0.8893 1.8050
H 0.0314 1.6520 -0.5708
H -1.5730 2.1740 -0.4450

ΔE to the lowest compared entry with this formula, charge and spin = 501.6 kJ/mol
Charge = +1
LUMO energy = -0.1208 Eh
Spin multiplicity = 1
HOMO = -11.9 eV

---

Entry from the OMol25 dataset: a structure of composition C19H10Cl4CuN2O4 in a non-equilibrium geometry (ωB97M-V/def2-TZVPD).

Element x y z (Å)
Cu 1.0164 0.6112 0.0609
O -5.6683 -2.6437 0.3369
C -4.7624 -3.2813 -0.4471
O -5.0994 -4.2833 -1.0171
C -3.4010 -2.6815 -0.5314
C -2.4042 -3.4073 -1.1778
C -1.1167 -2.9161 -1.2921
C -0.7816 -1.6611 -0.7573
C -1.7892 -0.9317 -0.1121
C -3.0679 -1.4329 -0.0054
N 0.4784 -1.0812 -0.8067
C 1.4813 -1.5987 -1.5271
C 2.7300 -0.9303 -1.5203
C 3.8630 -1.4016 -2.2215
C 5.0276 -0.6867 -2.1763
C 5.0871 0.5043 -1.4271
C 3.9554 0.9074 -0.7569
N 2.7984 0.2340 -0.7982
H -5.2510 -1.8912 0.7722
H -2.6644 -4.3751 -1.5891
H -0.3692 -3.5206 -1.7902
H -1.5454 0.0453 0.2895
H -3.8057 -0.8048 0.4849
H 1.3770 -2.4967 -2.1278
H 3.7905 -2.3250 -2.7842
H 5.9025 -1.0361 -2.7116
H 5.9916 1.0953 -1.3728
H 3.9498 1.8113 -0.1573
Cl -2.2135 5.8978 2.5464
C -1.2399 4.4691 2.3856
C -0.6628 3.8849 3.5014
Cl -0.9054 4.5714 5.0777
C 0.1183 2.7290 3.3512
Cl 0.8593 1.9640 4.7232
C 0.3279 2.1465 2.1061
O 1.0388 1.0483 1.9282
C -0.2520 2.7606 0.9504
O -0.0153 2.2100 -0.2251
C -1.0344 3.8984 1.1204
Cl -1.7433 4.5981 -0.3025

Charge = -1
LUMO energy = 0.0336 Eh
Spin multiplicity = 1
HOMO = -3.6 eV